Record 1
C5H13ISi in the gas phase. Source: OMol25; level of theory: ωB97M-V with the def2-TZVPD basis set.

```
20
Properties=species:S:1:pos:R:3:lowdin_charge:R:1
H -2.35 1.17 1.35 0.04
C 1.51 0.27 0.98 -0.22
C -1.31 1.35 1.03 -0.19
H -0.87 1.72 2.00 0.05
H 2.15 -0.58 0.70 0.03
H 0.86 -0.63 -2.12 0.03
H -1.38 -1.48 2.11 -0.02
C -0.09 -0.23 -1.75 -0.85
I -1.72 -1.32 -2.69 0.70
H -0.99 2.16 0.41 0.00
H 1.32 0.45 2.02 0.00
C -0.04 1.14 -2.31 -0.33
H -1.81 -2.09 0.52 -0.03
C -1.03 -1.84 1.19 -0.15
H 2.11 1.23 0.59 0.09
H 0.23 1.23 -3.39 0.07
H 0.57 1.81 -1.59 0.08
Si -0.24 -0.09 0.44 0.62
H -1.04 1.66 -2.25 0.06
H -0.22 -2.57 1.28 0.02
```

Results
SMILES: C[C@H](I)[Si](C)(C)C
E_LUMO: 0.70 eV
energy above the lowest of the compared OMol25 structures with the same formula, charge and spin: 30.51 kcal/mol
HOMO energy: -8.8 eV

---

Record 2
C5H13N in the gas phase. Source: OMol25; level of theory: ωB97M-V with the def2-TZVPD basis set.

```
19
Properties=species:S:1:pos:R:3:lowdin_charge:R:1
C 0.92 0.90 1.78 -0.08
H 1.81 1.51 1.94 0.07
C -0.12 -2.22 0.01 -0.10
H 0.85 1.90 -0.27 0.11
C -1.12 0.74 -1.44 -0.09
H -2.18 0.54 -1.28 0.08
H 0.59 -3.05 -0.14 0.07
H 1.16 -0.16 1.73 0.05
H -0.64 1.86 0.80 0.11
H 0.25 1.20 2.58 0.07
H -1.16 -2.40 -0.25 0.07
H -0.78 0.22 -2.35 0.07
N -0.43 0.20 -0.24 -0.23
C 0.26 1.33 0.45 -0.25
H 1.44 -0.82 -0.12 0.10
H 0.54 -0.98 -1.66 0.09
H -0.24 -2.06 1.10 0.07
H -0.96 1.81 -1.62 0.07
C 0.45 -0.95 -0.58 -0.28
```

Results
SMILES: CCN(C)CC
E_LUMO: 1.23 eV
energy above the lowest of the compared OMol25 structures with the same formula, charge and spin: 32.55 kcal/mol
HOMO energy: -8.3 eV

---

Across the entries above, F_max takes the values 4.0; 2.3 eV/A, respectively.
Across the entries above, HOMO-LUMO gap takes the values 9.507; 9.552 eV, respectively.